(1)
Molecular formula: C37H39FeN8O2S
Method: DFT, ωB97M-V/def2-TZVPD

Its electronic energy is -100235.3061 eV. The value obtained for the relative energy (zero: lowest compared OMol25 entry of this formula, charge and spin) is 0.953 eV. As for the max |F|: 0.60 eV/A. Its charge is +1.

Each line ends with the Mulliken charge.
CARTESIAN COORDINATES (ANGSTROEM)
Fe: 0.7741 0.2417 -0.1500  -0.78
S: 3.4853 -1.7246 -1.1883  -0.39
O: 0.5379 -1.6982 0.1993  -0.32
O: -0.3494 0.4785 1.5929  -0.39
N: 2.6794 0.2641 -2.9014  -1.72
N: -0.9193 0.2501 -1.2538  0.94
N: -1.7475 -4.5796 1.5930  -0.14
N: 0.8720 2.2252 -0.2848  0.60
N: 4.8022 -0.4140 -3.0494  -0.37
N: 1.5098 0.3460 -2.2825  1.90
N: 2.4045 0.3263 1.0149  0.60
N: -2.2590 -0.8841 3.6907  0.05
C: -2.1372 -0.0153 -0.7875  -0.05
C: -3.1733 1.0346 -2.6417  -0.98
C: 1.1871 -4.5128 2.4177  -0.45
C: -0.7898 0.8157 -2.4668  0.35
C: 3.6127 -0.5696 -2.4111  0.18
C: 1.0305 1.9182 -7.1380  -0.39
C: 2.3542 -4.1449 2.9973  -0.03
C: 1.4485 2.3597 -4.8118  -0.05
C: -1.2103 1.4061 1.7252  0.93
C: -3.0925 -4.0172 1.6654  -0.97
C: -0.7927 -3.7820 1.1107  -1.49
C: -4.2341 4.5825 2.1974  -1.66
C: -3.1348 2.4331 2.9349  -0.92
C: 3.1699 1.5799 1.0819  -1.18
C: -2.2063 1.3849 2.7663  -0.10
C: 0.7370 1.2194 -4.4521  -0.81
C: -3.2168 -2.9410 2.7548  -0.72
C: 1.5913 2.7101 -6.1446  -0.92
C: 3.1489 -5.0393 3.9041  -1.71
C: -3.2003 3.4969 2.0713  0.07
C: 2.8154 -0.6134 1.7579  -0.21
C: -1.2009 2.6159 0.9456  1.18
C: 2.0744 2.8699 -0.8264  -0.47
C: -2.4979 -1.6206 2.4501  0.59
C: 3.3402 2.1927 -0.2967  -0.51
C: -2.1774 3.5775 1.1179  -0.55
C: 0.1768 0.4322 -5.4536  0.05
C: -1.9192 1.2702 -3.1606  -0.94
C: 2.2442 -1.9474 1.8554  0.57
C: 0.5177 -3.6522 1.4936  0.59
C: 0.3255 0.7762 -6.7903  -0.85
C: -2.1770 0.4045 3.8103  -0.84
C: 2.8296 -2.8248 2.7203  -0.47
C: 1.0904 -2.3774 1.0844  0.44
C: 0.5486 0.8339 -3.0241  0.71
C: -3.2977 0.3369 -1.4438  -1.27
C: -0.0478 2.9956 0.1383  -1.02
H: 5.4947 -1.1287 -2.9197  0.24
H: -3.8129 5.4768 2.6608  0.33
H: -2.1844 -1.4344 4.5370  0.36
H: -1.7936 1.7735 -4.1080  0.59
H: -2.1230 0.7456 4.8426  0.59
H: -4.2643 0.0948 -1.0250  0.54
H: -3.8425 2.3730 3.7564  0.49
H: 2.0614 3.9277 -0.5505  0.84
H: -1.4929 -5.2070 2.3432  0.30
H: -3.7989 -4.8206 1.8635  0.44
H: 1.1467 2.1895 -8.1790  0.40
H: 3.6968 -0.4542 2.3831  0.26
H: 3.5081 -4.4953 4.7786  0.39
H: 2.6387 2.2601 1.7560  0.23
H: 1.9080 2.9701 -4.0453  0.36
H: -2.8433 -3.3597 3.6962  0.48
H: 0.7648 -5.4913 2.6266  0.41
H: -1.1385 -3.0623 0.3748  1.01
H: -5.0756 4.2569 2.8073  0.40
H: 3.7199 -2.4991 3.2512  0.50
H: -2.1147 4.4743 0.5076  0.51
H: 4.1537 1.3818 1.5128  0.66
H: -2.1538 -0.5135 0.1686  0.50
H: 0.0587 4.0715 -0.0208  0.38
H: 4.8044 0.1314 -3.8961  0.24
H: 2.5557 -5.8854 4.2480  0.37
H: 2.0619 2.8004 -1.9126  -0.54
H: -0.3694 -0.4645 -5.1843  0.47
H: 4.1402 2.9338 -0.2601  0.57
H: -4.6223 4.8712 1.2207  0.39
H: -3.3390 -3.6075 0.6842  0.34
H: -1.5417 -1.7198 1.9357  -0.44
H: -4.0522 1.3765 -3.1728  0.47
H: -0.1068 0.1487 -7.5588  0.39
H: -4.2791 -2.7393 2.9082  0.40
H: 2.1475 3.5996 -6.4110  0.43
H: -3.1286 -0.9702 1.8410  0.36
H: 3.6654 1.4095 -0.9763  -0.07
H: 4.0240 -5.4337 3.3840  0.32

Force components x, y, z for each atom (eV/Å):
-0.1 0.3 -0.1
0.1 -0.1 -0.2
-0.1 0.2 0.0
-0.1 -0.2 -0.2
0.1 0.2 -0.1
0.1 0.1 0.2
0.0 0.0 0.1
-0.1 0.0 0.0
0.0 0.1 0.0
-0.2 -0.5 0.3
0.0 0.2 0.0
0.3 0.0 -0.1
0.0 0.0 0.0
-0.1 0.0 0.0
0.0 0.0 0.0
-0.2 -0.1 0.0
0.0 -0.1 0.3
0.0 0.0 0.0
0.0 0.0 0.0
0.0 0.0 0.0
-0.1 0.0 0.1
0.0 0.0 0.0
0.0 0.1 -0.1
0.0 0.0 0.0
0.0 0.2 0.0
0.0 0.0 0.1
0.3 -0.1 0.0
0.0 0.0 0.0
-0.1 0.0 0.0
0.0 0.0 0.0
0.0 0.0 0.0
-0.1 0.0 0.1
0.2 0.0 -0.1
-0.1 0.1 0.0
0.0 0.0 -0.1
-0.1 0.1 0.1
0.0 0.0 0.0
0.1 0.0 0.0
0.0 0.0 0.0
0.1 0.0 -0.1
0.0 -0.1 0.1
0.0 -0.1 -0.1
0.0 0.0 0.0
-0.2 0.0 0.0
0.0 0.1 0.0
0.1 0.0 -0.1
0.2 0.0 -0.1
0.0 0.0 -0.1
0.1 0.0 0.0
0.0 0.0 0.0
0.0 0.0 0.0
0.0 0.0 0.0
0.0 0.0 0.0
-0.2 0.0 0.0
0.0 0.0 0.0
0.0 0.0 0.0
0.0 0.0 0.0
0.0 0.0 0.0
0.0 0.0 0.0
0.0 0.0 0.0
0.0 0.0 0.0
0.0 0.0 0.0
0.0 0.0 0.0
0.0 0.0 0.0
0.0 0.0 0.0
0.0 0.0 0.0
0.0 0.0 0.0
0.0 0.0 0.0
0.0 0.0 0.0
0.0 0.0 0.0
0.0 0.0 0.0
0.0 0.0 0.0
0.0 0.0 0.0
0.0 0.0 0.0
0.0 0.0 0.0
0.0 0.0 0.0
0.0 0.0 0.0
0.0 0.0 0.0
0.0 0.0 0.0
0.0 0.0 0.0
0.0 0.0 0.0
0.0 0.0 0.0
0.0 0.0 0.0
0.0 0.0 0.1
0.0 0.0 0.0
0.0 0.0 0.0
0.0 0.0 0.0
0.0 0.0 0.0

(2)
Molecular formula: C43H48N6O2RhSSiTe
Method: DFT, ωB97M-V/def2-TZVPD

Its electronic energy is -87410.8930 eV. The value obtained for the relative energy (zero: lowest compared OMol25 entry of this formula, charge and spin) is 5.411 eV. As for the max |F|: 2.78 eV/A. Its charge is +1.

Each line ends with the Mulliken charge.
CARTESIAN COORDINATES (ANGSTROEM)
Te: -0.1976 3.1535 3.2543  0.19
Rh: 0.2100 -0.3853 0.8281  -0.51
S: 0.3715 -1.8428 -1.1361  -0.30
Si: -0.7378 -5.2047 -2.0758  0.93
O: -1.6569 -1.5839 0.9174  -0.22
O: -1.3654 -4.2617 -0.6217  0.75
N: 4.8380 0.8152 1.3452  0.09
N: -1.2794 1.1336 0.1588  1.00
N: 1.1371 -2.4390 1.3045  0.26
N: 4.2575 1.5296 -0.8964  0.07
N: 2.7315 0.0901 0.3539  2.11
N: 4.8732 -0.7631 -0.4818  0.18
C: -4.3375 2.4853 0.8025  0.38
C: -0.4355 0.1878 4.0233  -0.30
C: -0.2639 -6.8523 -1.2992  -1.18
C: -5.1310 3.6195 0.7391  -1.08
C: 3.4445 0.4796 1.5930  -0.86
C: -2.4435 -0.9518 4.7092  -0.67
C: -3.1775 0.2033 4.4825  -0.51
C: -5.0034 4.4995 -0.3263  -0.51
C: -3.2839 3.1077 -1.2677  0.35
C: -4.1661 -7.5502 0.1054  -1.09
C: -5.2221 -6.0915 1.6800  -0.91
C: -3.4023 2.2294 -0.1963  -0.66
C: -2.5409 1.3567 4.0446  -0.28
C: -2.6322 -1.5188 0.1229  0.57
C: -1.0752 -0.9522 4.4990  -0.32
C: -5.2410 -1.4508 -0.9936  -0.29
C: 2.8683 1.1922 -0.6280  -0.78
C: -4.0854 4.2376 -1.3322  -0.96
C: -0.6763 2.4651 0.2190  0.32
C: -1.1744 1.3462 3.8014  -0.34
C: -2.7411 -4.0512 -0.2208  -1.03
C: 1.1863 -3.1873 2.4108  -0.88
C: 0.8249 -4.5153 -2.8325  -1.20
C: 0.3865 -2.8540 0.2648  1.17
C: 0.4147 2.5311 1.2735  -0.89
C: -2.5387 1.0107 -0.0773  -0.17
C: -0.3877 -4.7472 1.5400  -0.11
C: -6.6551 -1.3734 -1.4958  -1.74
C: -4.5044 -0.2739 -0.7882  -0.86
C: -3.4072 -6.4928 -0.3668  -0.18
C: -0.4266 -3.9840 0.3992  -0.64
C: 3.4772 -1.0695 -0.2127  -1.16
C: -5.0718 -7.3621 1.1375  -0.61
C: -4.4669 -5.0348 1.2137  -0.33
C: -2.2000 -4.9229 -3.2070  -1.10
C: 4.8910 1.9065 0.3694  -0.72
C: 0.4837 -4.3676 2.5582  -1.38
C: 5.5136 -0.3457 0.7659  -0.67
C: -3.2950 -2.7527 -0.2962  0.70
C: -3.2267 -0.2691 -0.2585  0.11
C: 4.9337 0.3488 -1.4307  -0.67
C: -3.5238 -5.2050 0.1798  1.30
C: -4.6274 -2.6555 -0.7627  -0.94
H: -0.4333 -7.6763 -1.9966  0.45
H: 5.9329 2.1703 0.1839  0.34
H: -5.6254 5.3830 -0.3780  0.40
H: 3.4289 -1.8903 0.5008  0.02
H: 5.4846 -1.1732 1.4780  0.34
H: -4.2440 0.2177 4.6713  0.42
H: 1.8193 -2.8167 3.2095  0.51
H: 0.6514 -3.5898 -3.3770  0.30
H: -1.4080 3.2546 0.3831  0.55
H: 4.3730 2.7756 0.7818  0.34
H: -5.9292 -5.9309 2.4834  0.43
H: 1.1756 3.2529 0.9827  0.71
H: -3.1013 2.2720 3.9026  0.45
H: -4.4372 1.7884 1.6244  0.67
H: 2.9948 -1.3684 -1.1382  0.32
H: -2.5734 2.8964 -2.0581  0.49
H: 5.9766 0.5914 -1.6394  0.35
H: -0.4980 -1.8379 4.7246  0.48
H: -7.2898 -0.8940 -0.7479  0.33
H: -2.9376 -1.8460 5.0669  0.44
H: -5.6588 -8.1910 1.5081  0.40
H: -0.2155 2.6374 -0.7612  0.39
H: 1.2067 -5.2587 -3.5399  0.48
H: 4.4453 0.0494 -2.3603  0.33
H: -3.9895 4.9147 -2.1706  0.42
H: 3.3968 -0.3606 2.2906  0.17
H: -4.0565 -8.5255 -0.3513  0.45
H: -2.7633 -6.6697 -1.2127  0.39
H: 0.8447 1.5162 1.3207  -1.05
H: -6.7145 -0.7733 -2.4051  0.38
H: 6.5543 -0.0880 0.5646  0.34
H: 0.5793 -4.9572 3.4577  0.50
H: 0.6517 0.2082 3.9582  0.54
H: -5.8562 3.8115 1.5190  0.44
H: 0.8016 -6.8453 -1.0626  0.40
H: -2.1655 -3.8942 -3.5710  0.32
H: -2.1432 -5.5827 -4.0757  0.48
H: 2.3751 2.0838 -0.2415  0.04
H: 1.6074 -4.3337 -2.0955  0.32
H: 2.3781 0.8850 -1.5550  0.21
H: -3.1696 -5.0739 -2.7349  0.36
H: 2.9513 1.3459 2.0425  0.11
H: -4.9668 0.6657 -1.0578  0.58
H: -1.0493 -5.5985 1.6469  0.57
H: -0.8020 -7.0860 -0.3831  0.42
H: -5.1537 -3.5710 -1.0021  0.36
H: -7.0589 -2.3622 -1.7043  0.38
H: -4.5763 -4.0539 1.6581  0.51

Force components x, y, z for each atom (eV/Å):
0.0 -0.3 -0.2
-1.6 -1.8 -1.5
-0.2 0.5 0.5
0.1 0.1 -0.3
0.2 0.6 0.7
0.2 0.0 0.2
0.1 0.1 0.2
1.2 -0.7 0.6
-0.5 0.7 -0.2
0.0 0.2 -0.2
0.0 0.3 0.1
0.1 -0.1 0.0
0.1 0.0 0.0
0.1 0.0 0.4
-0.2 0.2 -0.1
0.0 0.0 0.0
0.0 0.1 -0.1
-0.1 0.0 0.0
0.0 0.0 0.0
0.0 0.0 0.0
-0.1 -0.1 0.0
0.0 -0.1 0.0
-0.1 -0.1 0.0
0.0 0.1 0.0
-0.1 0.0 -0.1
0.2 -0.1 -0.1
0.1 0.0 -0.2
0.0 -0.8 0.0
0.1 0.0 0.0
0.0 0.0 -0.1
0.2 0.4 -0.1
0.3 0.3 -0.2
-0.7 0.8 -0.2
-0.1 -0.1 0.3
-0.3 0.1 0.2
0.0 -0.3 -0.9
-0.4 -0.1 0.2
0.1 0.2 0.0
-0.2 0.0 -0.3
0.1 0.1 0.0
0.6 0.4 0.3
-0.1 0.2 -0.1
0.5 -0.2 0.8
0.0 0.0 0.0
0.0 0.0 0.0
0.2 0.1 -0.1
0.2 -0.3 0.2
-0.1 -0.1 0.0
0.2 0.1 0.0
-0.1 0.0 0.0
1.0 -0.7 -0.2
-0.7 0.0 -0.1
-0.1 0.0 0.1
0.0 -0.5 0.1
-0.6 0.5 0.1
0.0 0.0 0.0
0.0 0.0 0.0
0.0 0.0 0.0
-0.1 0.0 0.0
0.0 0.0 0.0
0.0 0.0 0.0
-0.1 0.1 0.0
0.0 0.0 0.0
0.0 -0.1 0.0
0.0 0.0 0.0
0.0 0.0 0.0
0.1 0.0 0.1
0.0 0.0 0.0
0.0 0.0 0.1
-0.1 0.0 0.0
0.0 0.0 0.0
0.0 0.0 0.0
0.0 -0.1 0.0
0.0 0.0 0.0
0.0 0.0 0.0
0.0 0.0 0.0
0.0 0.0 0.0
-0.1 -0.1 0.0
0.0 0.0 0.0
0.0 0.0 0.0
0.0 0.0 0.0
0.0 0.0 0.0
0.0 -0.1 0.0
0.4 0.7 0.4
0.0 0.0 0.0
0.0 0.0 0.0
0.0 0.0 0.0
-0.2 0.0 -0.2
0.0 0.0 0.0
0.0 0.1 -0.1
0.1 0.0 0.1
0.0 0.0 0.0
0.0 -0.1 0.0
0.0 0.0 0.0
0.0 0.0 0.0
0.0 0.0 0.0
0.0 0.0 0.0
0.0 0.0 0.0
0.0 0.0 0.0
0.0 0.0 0.0
0.0 0.0 0.0
0.0 0.0 0.0
0.0 0.0 0.0

(3)
Molecular formula: C2H4N4O
Method: DFT, ωB97M-V/def2-TZVPD

Its electronic energy is -10144.0384 eV. The value obtained for the relative energy (zero: lowest compared OMol25 entry of this formula, charge and spin) is 3.096 eV. As for the max |F|: 0.55 eV/A.

Each line ends with the natural charge from an NBO analysis.
CARTESIAN COORDINATES (ANGSTROEM)
O: 1.6318 1.7630 -0.9782  -0.68
N: -1.6293 -0.9817 0.3685  -0.28
N: -0.6646 -1.7912 1.2463  -0.51
N: -0.6358 1.3942 -1.2696  -0.76
N: 0.6656 0.0307 0.1482  -0.66
C: -0.3993 -0.6253 0.3970  0.57
C: 0.4787 1.0925 -0.7423  0.67
H: -0.7887 -1.6862 2.2481  0.40
H: 2.3229 1.3331 -0.4549  0.49
H: -0.5254 2.1998 -1.8820  0.35
H: -0.4561 -2.7290 0.9189  0.40

Force components x, y, z for each atom (eV/Å):
0.1 -0.1 0.1
0.3 0.3 -0.2
0.2 -0.4 0.4
0.3 0.0 0.1
-0.2 -0.1 0.0
-0.3 0.0 0.0
-0.3 0.0 -0.1
0.0 0.0 -0.2
-0.1 0.1 -0.1
0.0 -0.1 0.0
0.0 0.2 0.0

(4)
Molecular formula: C6H10O
Method: DFT, ωB97M-V/def2-TZVPD

Its electronic energy is -8428.1569 eV. The value obtained for the relative energy (zero: lowest compared OMol25 entry of this formula, charge and spin) is 3.083 eV. As for the max |F|: 0.33 eV/A.

Each line ends with the natural charge from an NBO analysis.
CARTESIAN COORDINATES (ANGSTROEM)
O: -0.0850 2.1384 0.5861  -0.47
C: -0.6827 -0.8290 -0.4079  -0.38
C: -1.2966 1.3798 0.8250  -0.08
C: 1.8843 -0.6744 -0.3584  -0.62
C: -1.0387 0.6621 -0.5036  -0.41
C: 0.6104 -1.1270 0.3601  -0.41
C: 0.1377 1.6578 -0.6364  0.29
H: 0.5595 -0.6585 1.3536  0.19
H: 0.6732 -2.2085 0.5331  0.21
H: -0.6211 -1.2565 -1.4169  0.21
H: 1.9655 0.4148 -0.4174  0.23
H: -2.1441 2.0663 0.8519  0.19
H: 2.7704 -1.0546 0.1571  0.21
H: -1.7999 0.8312 -1.2745  0.23
H: -1.2510 0.8047 1.7542  0.19
H: 1.9007 -1.0503 -1.3873  0.20
H: -1.5178 -1.3410 0.0904  0.21

Force components x, y, z for each atom (eV/Å):
0.2 0.1 -0.2
0.0 0.0 0.0
-0.2 -0.1 0.2
0.0 -0.1 0.0
0.0 0.0 -0.1
0.0 0.0 0.0
-0.2 0.0 0.1
0.0 -0.1 -0.1
-0.1 0.2 0.0
0.1 0.1 0.1
0.0 -0.2 0.0
0.0 -0.1 0.0
-0.1 0.0 0.0
0.1 -0.1 0.1
0.1 0.0 -0.1
0.0 0.0 0.1
0.1 0.1 -0.1